1.
Below is an isolated ion of composition C12H16N3 and charge +1, with properties calculated with ωB97M-V/def2-TZVPD.

XYZ file:
```
31
Properties=species:S:1:pos:R:3:forces:R:3:nbo_charge:R:1
C -0.11026 -1.79639 0.70144 -5.52 1.29 -1.78 -0.26
C -0.37306 -0.49612 0.51214 2.65 0.86 -0.25 0.16
C 0.63838 0.69923 0.67829 -0.03 -3.48 1.30 -0.10
C 2.08652 0.30603 0.15904 -0.57 1.54 3.02 -0.04
C 3.12601 0.44777 1.12593 0.10 -2.35 -3.17 -0.24
C 4.35241 -0.18884 0.76704 0.16 1.78 2.53 0.07
N 4.53755 -0.77962 -0.36582 1.06 -1.65 -1.59 -0.39
C 3.58438 -0.87027 -1.28514 -0.56 1.14 0.44 0.07
C 2.36359 -0.25063 -1.05870 -0.97 -0.82 -2.45 -0.26
N 0.06553 1.83297 -0.04849 1.08 2.91 0.86 -0.52
C -1.38624 2.18466 0.34807 0.09 -0.01 0.63 -0.23
C -2.13483 1.10109 -0.33485 -0.89 -2.07 -0.58 -0.23
N -1.61005 -0.19858 0.00323 -0.64 0.31 1.11 -0.44
C -2.20034 -1.46072 -0.37697 -0.22 0.24 -2.59 -0.21
C -1.54557 -2.47774 0.44780 2.50 0.64 1.28 -0.41
H 0.59753 -2.33649 1.14772 3.14 -1.44 1.51 0.23
H 0.64743 0.83465 1.81847 0.26 0.69 -1.79 0.26
H 2.93819 0.78826 2.09066 -0.19 0.73 1.45 0.22
H 5.24300 -0.16466 1.49234 -1.45 -0.04 -1.13 0.21
H 3.70062 -1.39132 -2.24243 0.58 0.12 0.56 0.22
H 1.66834 -0.31546 -1.94934 0.30 0.11 1.49 0.22
H 0.11964 1.60768 -1.04166 -0.16 0.15 -0.21 0.44
H 0.77731 2.60112 0.12818 -1.34 -0.55 -0.49 0.46
H -1.79826 3.11274 -0.05018 0.98 0.29 -0.14 0.26
H -1.46168 2.25161 1.46476 0.28 -0.48 -1.01 0.25
H -3.21074 1.02020 -0.15065 0.10 0.73 0.35 0.25
H -2.08058 1.26233 -1.42767 0.17 0.20 0.00 0.18
H -1.79601 -1.64799 -1.40184 -0.50 -0.01 0.11 0.17
H -3.28400 -1.52355 -0.46143 -0.05 0.46 0.41 0.23
H -1.48676 -3.38913 -0.06133 0.25 -1.39 -0.82 0.23
H -1.99335 -2.69096 1.38960 -0.58 0.07 0.95 0.21
```
Positions in Å, forces in eV/Å.

Summary:
Gap between HOMO and LUMO (eV): 7.992
Energy relative to the best compared isomer or geometry (same formula, charge and spin) (eV): 3.105
E_LUMO (eV): -3.139
Highest occupied orbital energy (eV): -11.13
SMILES: C1=C2[C@@H](c3ccncc3)[NH2+]CCN2CC1
Charge: +1

=====

2.
Below is a 2-piece molecular cluster, C2H7ClN2 overall, with properties calculated with ωB97M-V/def2-TZVPD.

XYZ file:
```
12
Properties=species:S:1:pos:R:3:forces:R:3:nbo_charge:R:1
C -0.15509 -1.43779 -3.02590 1.29 -2.44 -0.20 -0.07
N -0.24856 -0.21281 -3.11614 -0.94 2.68 2.01 -0.42
Cl -0.16714 0.66014 -4.57209 0.20 -0.71 -0.31 0.12
H 0.14671 -1.99134 -3.92101 -0.37 -0.59 0.23 0.16
H -0.17221 -1.95630 -1.99674 -0.16 1.05 -1.67 0.21
C 0.16427 1.36658 1.33081 -4.93 -3.92 -0.59 -0.40
N 0.57421 0.24010 0.46816 1.09 0.36 0.65 -0.82
H -0.63694 1.00665 2.05870 0.82 0.41 -0.89 0.17
H 0.84432 1.78488 1.91717 3.59 1.50 2.04 0.19
H -0.28798 2.04164 0.68554 -0.94 2.02 -0.66 0.17
H 1.17260 0.75157 -0.14830 1.03 -0.36 -0.79 0.34
H -0.16144 -0.01305 -0.17032 -0.68 -0.01 0.17 0.35
```
Positions in Å, forces in eV/Å.

Summary:
Gap between HOMO and LUMO (eV): 10.352
Energy relative to the best compared isomer or geometry (same formula, charge and spin) (eV): 1.009
E_LUMO (eV): 0.916
Highest occupied orbital energy (eV): -9.44
SMILES: C=NCl.CN

=====

3.
Below is one molecule with the formula C5H10, with properties calculated with ωB97M-V/def2-TZVPD.

XYZ file:
```
15
Properties=species:S:1:pos:R:3:forces:R:3:nbo_charge:R:1
C -1.81893 -1.42258 1.06939 -2.49 1.18 1.28 -0.65
C -0.42336 -1.23753 0.64292 -0.49 2.98 -1.34 -0.18
C 0.05378 -0.10260 0.08573 -3.80 -0.96 1.29 -0.18
C 1.33075 0.40655 -0.35386 2.19 0.74 0.90 -0.45
C 0.99932 1.69220 -1.11381 5.23 1.02 -1.59 -0.61
H -2.55863 -1.74555 0.32661 0.51 -0.15 -0.43 0.22
H -2.25596 -0.37423 1.36223 0.67 -2.06 0.08 0.21
H -1.93105 -2.22593 1.87615 0.25 1.51 -0.70 0.22
H 0.11899 -2.06028 0.85734 2.50 -2.41 0.46 0.19
H -0.77526 0.65831 -0.13289 0.96 -1.04 0.69 0.17
H 2.06219 0.73406 0.54745 -1.54 -1.13 -1.94 0.22
H 1.87850 -0.30049 -1.06033 -0.55 0.75 1.16 0.22
H 0.15416 1.61188 -1.78452 -0.05 0.16 0.00 0.21
H 2.03370 1.67494 -1.73567 -2.50 0.88 0.37 0.20
H 1.13179 2.69126 -0.58675 -0.89 -1.49 -0.23 0.22
```
Positions in Å, forces in eV/Å.

Summary:
Gap between HOMO and LUMO (eV): 10.099
Energy relative to the best compared isomer or geometry (same formula, charge and spin) (eV): 2.378
E_LUMO (eV): 1.247
Highest occupied orbital energy (eV): -8.85
SMILES: C/C=C/CC

=====

4.
Below is C3HNiO2 as an isolated structure, with properties calculated with ωB97M-V/def2-TZVPD.

XYZ file:
```
7
Properties=species:S:1:pos:R:3:forces:R:3:nbo_charge:R:1
O -1.21211 0.30847 0.75206 -0.75 -1.09 1.14 -0.66
O 0.24221 -1.32476 0.55087 -1.08 -0.73 1.10 -0.67
C -0.18176 -0.18106 0.21078 1.37 1.45 -2.20 0.78
Ni -1.34659 -1.42080 1.75839 0.83 0.85 -0.95 1.50
C 1.67526 0.35877 -1.40214 0.18 -0.22 -0.21 0.47
C 0.52694 0.58978 -0.83990 -0.43 0.44 1.11 -0.77
H 0.29605 1.66960 -1.03006 -0.12 -0.70 0.01 0.35
```
Positions in Å, forces in eV/Å.

Summary:
Gap between HOMO and LUMO (spin up / spin down) (eV): 7.860 / 6.813
Energy relative to the best compared isomer or geometry (same formula, charge and spin) (eV): 0.000
2S+1: 3
E_LUMO (spin up / spin down) (eV): -7.427 / -8.475
Expectation value of S²: 2.004
Highest occupied orbital energy (spin up / spin down) (eV): -15.29 / -15.29
Charge: +1

=====

5.
Below is C3H5N as an isolated structure, with properties calculated with ωB97M-V/def2-TZVPD.

XYZ file:
```
9
Properties=species:S:1:pos:R:3:forces:R:3:nbo_charge:R:1
C 0.65761 0.42715 -1.04152 -3.48 -1.78 3.10 0.10
C -0.83501 0.11839 -0.13288 3.86 0.10 -1.34 -0.48
C 0.28965 -0.27795 0.83243 -0.71 -4.21 -1.15 -0.24
N 1.36807 -0.20567 -0.14476 0.00 2.23 -2.05 -0.39
H 0.70779 0.84737 -2.05200 0.93 -0.38 0.35 0.20
H -1.43705 0.87788 0.29410 -0.99 0.76 -0.37 0.21
H -1.29777 -0.79196 -0.49837 -0.46 0.41 -0.32 0.21
H 0.36166 0.41516 1.61141 0.59 0.62 1.49 0.20
H 0.18505 -1.41037 1.13158 0.27 2.23 0.29 0.18
```
Positions in Å, forces in eV/Å.

Summary:
Gap between HOMO and LUMO (eV): 10.565
Energy relative to the best compared isomer or geometry (same formula, charge and spin) (eV): 2.667
E_LUMO (eV): 1.130
Highest occupied orbital energy (eV): -9.44

=====

Among the records above, which one has the highest energy relative to the best compared isomer or geometry (same formula, charge and spin)?
C12H16N3

=====

Copy entry 5 word for word.
Below is C3H5N as an isolated structure, with properties calculated with ωB97M-V/def2-TZVPD.

XYZ file:
```
9
Properties=species:S:1:pos:R:3:forces:R:3:nbo_charge:R:1
C 0.65761 0.42715 -1.04152 -3.48 -1.78 3.10 0.10
C -0.83501 0.11839 -0.13288 3.86 0.10 -1.34 -0.48
C 0.28965 -0.27795 0.83243 -0.71 -4.21 -1.15 -0.24
N 1.36807 -0.20567 -0.14476 0.00 2.23 -2.05 -0.39
H 0.70779 0.84737 -2.05200 0.93 -0.38 0.35 0.20
H -1.43705 0.87788 0.29410 -0.99 0.76 -0.37 0.21
H -1.29777 -0.79196 -0.49837 -0.46 0.41 -0.32 0.21
H 0.36166 0.41516 1.61141 0.59 0.62 1.49 0.20
H 0.18505 -1.41037 1.13158 0.27 2.23 0.29 0.18
```
Positions in Å, forces in eV/Å.

Summary:
Gap between HOMO and LUMO (eV): 10.565
Energy relative to the best compared isomer or geometry (same formula, charge and spin) (eV): 2.667
E_LUMO (eV): 1.130
Highest occupied orbital energy (eV): -9.44